The following is a DFT calculation (the ωB97M-V functional and the def2-TZVPD basis) of an isolated molecule of C5H12O.

Properties
**Energy relative to the best compared isomer or geometry (same formula, charge and spin)**: 12.0 kcal/mol
**SMILES**: CCCOCC

```
18
Properties=species:S:1:pos:R:3:forces:R:3
C -0.117 1.680 2.478 -0.030 0.022 0.058
C 0.570 1.162 1.217 0.009 -0.013 -0.037
C -0.278 0.113 0.521 -0.115 0.102 0.243
O 0.377 -0.312 -0.647 0.037 0.040 -0.026
C -0.322 -1.318 -1.342 -0.128 -0.180 -0.162
C 0.315 -1.466 -2.709 0.022 -0.005 -0.025
H 0.494 2.430 2.989 -0.080 -0.110 -0.078
H -0.307 0.864 3.185 0.032 0.125 -0.087
H -1.082 2.142 2.237 0.137 -0.059 0.040
H 1.546 0.724 1.460 -0.135 0.046 -0.021
H 0.759 1.983 0.515 -0.039 -0.111 0.096
H -0.459 -0.739 1.201 0.054 0.084 -0.108
H -1.267 0.537 0.266 0.124 -0.063 0.027
H -1.387 -1.044 -1.440 0.156 -0.007 0.014
H -0.284 -2.269 -0.782 0.020 0.162 -0.052
H -0.142 -2.285 -3.273 0.047 0.109 0.093
H 1.385 -1.667 -2.600 -0.135 -0.005 -0.031
H 0.199 -0.538 -3.277 0.025 -0.137 0.055
```
Positions in Å, forces in eV/Å.

Here are the Mulliken charges for atoms 1 to 4, given in e: -1.20, -0.21, -0.57, -0.28



The following is a DFT calculation (the ωB97M-V functional and the def2-TZVPD basis) of a cluster of 2 separate species, C5H12O2 in total.

Properties
**Energy relative to the best compared isomer or geometry (same formula, charge and spin)**: 37.2 kcal/mol
**SMILES**: CCCCC=O.O

```
19
Properties=species:S:1:pos:R:3:forces:R:3
O 1.333 1.903 2.030 -0.116 -0.035 -0.194
C 0.320 2.157 1.420 0.154 -0.211 0.771
C -0.162 1.307 0.271 1.468 -0.316 1.658
C -0.323 -0.191 0.749 -1.987 1.272 0.561
C 0.785 -1.182 0.677 2.335 -0.046 -1.678
C 1.335 -1.441 -0.764 -1.786 -0.179 0.258
H -0.258 3.031 1.747 -0.351 0.273 -0.167
H -1.045 1.754 -0.185 0.208 -0.348 -0.286
H 0.764 1.363 -0.272 0.006 0.032 -1.443
H -0.565 -0.163 1.821 -0.517 0.141 -0.284
H -1.237 -0.413 0.183 0.177 -1.063 0.406
H 1.665 -0.760 1.186 -0.326 0.012 0.247
H 0.633 -2.140 1.174 -0.737 0.161 0.041
H 0.526 -1.605 -1.510 0.141 0.005 0.498
H 1.816 -0.532 -1.088 0.756 -0.075 -0.279
H 1.919 -2.358 -0.787 0.536 0.374 -0.087
H -1.779 -0.245 -1.918 0.097 0.025 0.010
H -3.057 -0.567 -2.666 -0.006 0.190 0.130
O -2.671 0.083 -2.065 -0.052 -0.211 -0.162
```
Positions in Å, forces in eV/Å.

Here are the Mulliken charges for atoms 1 to 4, given in e: -0.48, -0.25, -0.25, -0.54



The following is a DFT calculation (the ωB97M-V functional and the def2-TZVPD basis) of a structure of composition C5H12O2.

Properties
**Energy relative to the best compared isomer or geometry (same formula, charge and spin)**: 142.3 kcal/mol

```
19
Properties=species:S:1:pos:R:3:forces:R:3
C 2.298 0.142 1.531 0.076 -0.019 -0.006
C 0.888 0.552 1.118 -0.095 0.027 0.045
C 0.606 0.343 -0.378 0.026 0.313 0.023
O 0.922 -0.999 -0.756 -0.134 -0.165 0.093
C -0.782 0.712 -0.822 0.265 0.294 0.200
C -2.108 -0.582 -1.687 -0.341 -0.354 -0.315
O -1.708 -0.342 -0.045 -0.175 0.056 0.006
H 2.473 -0.913 1.304 -0.001 0.142 0.061
H 3.049 0.723 0.982 -0.104 -0.070 0.073
H 2.464 0.303 2.601 -0.025 -0.031 -0.144
H 0.147 -0.021 1.695 0.109 0.059 -0.055
H 0.718 1.610 1.355 0.027 -0.133 -0.059
H 1.286 0.978 -0.962 -0.040 -0.048 0.086
H 0.304 -1.558 -0.265 0.157 0.001 -0.100
H -1.082 1.684 -0.408 0.129 -0.061 -0.062
H -2.921 -1.277 -1.410 0.031 0.027 -0.052
H -2.489 0.214 -2.319 0.082 -0.052 0.190
H -1.294 -1.109 -2.171 -0.107 0.098 0.118
H -2.434 0.113 0.411 0.122 -0.084 -0.103
```
Positions in Å, forces in eV/Å.

Here are the Mulliken charges for atoms 1 to 4, given in e: -1.18, -0.35, 0.20, -0.63



The following is a DFT calculation (the ωB97M-V functional and the def2-TZVPD basis) of a structure of composition C5H12O2.

Properties
**Energy relative to the best compared isomer or geometry (same formula, charge and spin)**: 116.0 kcal/mol

```
19
Properties=species:S:1:pos:R:3:forces:R:3
C 2.632 0.389 -0.906 0.391 0.284 -0.042
O 1.331 0.552 -0.821 -0.383 -0.225 0.026
C 0.516 -0.237 -0.168 0.103 0.121 0.021
C -0.955 0.037 -0.243 0.049 0.016 -0.060
C -1.732 -1.272 -0.085 -0.048 -0.080 0.017
C -1.394 1.047 0.830 -0.181 -0.302 0.090
O -0.835 2.327 0.642 0.201 0.036 -0.004
H 3.162 -0.074 -0.080 -0.152 0.004 -0.070
H 2.166 -1.421 -1.504 -0.080 -0.033 0.004
H 3.113 1.136 -1.528 -0.102 -0.193 0.138
H 1.464 -1.711 -1.283 0.024 0.056 -0.007
H 0.937 -0.803 0.660 -0.022 0.010 -0.057
H -1.179 0.482 -1.219 0.082 -0.044 0.064
H -2.811 -1.089 -0.139 0.148 -0.029 0.028
H -1.516 -1.742 0.883 -0.038 0.076 -0.134
H -1.462 -1.984 -0.870 -0.035 0.121 0.116
H -2.480 1.182 0.787 0.108 -0.049 0.005
H -1.146 0.637 1.825 -0.043 0.113 -0.142
H 0.115 2.214 0.521 -0.024 0.118 0.009
```
Positions in Å, forces in eV/Å.

Here are the Mulliken charges for atoms 1 to 4, given in e: -0.60, -0.21, -0.79, 0.90



The following is a DFT calculation (the ωB97M-V functional and the def2-TZVPD basis) of an isolated molecule of C5H12O2.

Properties
**Energy relative to the best compared isomer or geometry (same formula, charge and spin)**: 24.3 kcal/mol
**SMILES**: CO[C@@H](C)CCO

```
19
Properties=species:S:1:pos:R:3:forces:R:3
C -1.773 -0.536 1.285 -0.229 -0.026 0.077
O -0.422 -0.354 0.929 0.062 -0.014 -0.004
C -0.232 0.449 -0.238 0.040 0.110 -0.148
C -0.396 1.927 0.102 -0.025 0.040 0.009
C 1.160 0.163 -0.799 0.010 0.031 0.049
C 1.482 -1.319 -0.990 -0.017 0.177 -0.385
O 1.670 -1.997 0.230 -0.153 -0.057 0.189
H -2.290 0.420 1.440 0.074 -0.143 0.003
H -1.788 -1.095 2.223 -0.013 0.056 -0.135
H -2.317 -1.105 0.515 0.108 0.082 0.097
H -0.987 0.147 -0.985 0.096 0.026 0.104
H 0.393 2.229 0.799 -0.107 -0.034 -0.097
H -1.362 2.135 0.571 0.129 -0.024 -0.112
H -0.321 2.544 -0.799 0.003 -0.095 0.102
H 1.915 0.596 -0.131 -0.092 -0.040 -0.058
H 1.239 0.682 -1.764 0.006 -0.078 0.138
H 0.694 -1.795 -1.601 0.095 0.054 0.135
H 2.420 -1.414 -1.546 -0.141 0.008 0.045
H 0.920 -1.737 0.787 0.156 -0.072 -0.008
```
Positions in Å, forces in eV/Å.

Here are the Mulliken charges for atoms 1 to 4, given in e: -0.79, -0.39, 0.51, -1.37



The following is a DFT calculation (the ωB97M-V functional and the def2-TZVPD basis) of a cluster of 3 separate species, C5H12O2 in total.

Properties
**Energy relative to the best compared isomer or geometry (same formula, charge and spin)**: 148.4 kcal/mol

```
19
Properties=species:S:1:pos:R:3:forces:R:3
C 1.013 1.080 -0.085 0.105 0.181 -0.259
C -1.567 0.342 0.277 0.299 0.042 -0.065
C 0.794 -0.216 0.338 0.234 -0.183 -0.076
C 2.835 -0.397 -0.214 -0.569 0.119 0.125
C -2.301 -0.835 0.845 -0.100 -0.016 -0.065
O 0.636 1.572 -1.226 -0.016 -0.141 0.187
O -1.524 0.269 -1.192 -0.092 -0.029 0.043
H -0.185 1.049 -1.525 0.058 -0.004 0.099
H -2.395 0.404 -1.594 0.112 -0.008 0.122
H 1.526 1.785 0.561 -0.003 -0.034 -0.003
H -1.984 1.307 0.577 -0.059 -0.037 -0.049
H 0.382 -0.960 -0.322 -0.029 0.009 -0.051
H 0.934 -0.460 1.377 0.013 0.035 0.001
H -1.784 -1.779 0.632 -0.003 0.027 0.013
H -2.375 -0.735 1.932 0.010 0.005 -0.052
H 2.996 -0.107 -1.248 -0.014 0.003 0.023
H 3.498 0.107 0.485 -0.030 -0.007 -0.018
H 2.832 -1.476 -0.079 0.005 0.035 -0.005
H -3.331 -0.950 0.459 0.077 0.004 0.030
```
Positions in Å, forces in eV/Å.

Here are the Mulliken charges for atoms 1 to 4, given in e: -0.07, -0.23, -0.49, -1.18



Please write out number 6 again, unchanged.
The following is a DFT calculation (the ωB97M-V functional and the def2-TZVPD basis) of a cluster of 3 separate species, C5H12O2 in total.

Properties
**Energy relative to the best compared isomer or geometry (same formula, charge and spin)**: 148.4 kcal/mol

```
19
Properties=species:S:1:pos:R:3:forces:R:3
C 1.013 1.080 -0.085 0.105 0.181 -0.259
C -1.567 0.342 0.277 0.299 0.042 -0.065
C 0.794 -0.216 0.338 0.234 -0.183 -0.076
C 2.835 -0.397 -0.214 -0.569 0.119 0.125
C -2.301 -0.835 0.845 -0.100 -0.016 -0.065
O 0.636 1.572 -1.226 -0.016 -0.141 0.187
O -1.524 0.269 -1.192 -0.092 -0.029 0.043
H -0.185 1.049 -1.525 0.058 -0.004 0.099
H -2.395 0.404 -1.594 0.112 -0.008 0.122
H 1.526 1.785 0.561 -0.003 -0.034 -0.003
H -1.984 1.307 0.577 -0.059 -0.037 -0.049
H 0.382 -0.960 -0.322 -0.029 0.009 -0.051
H 0.934 -0.460 1.377 0.013 0.035 0.001
H -1.784 -1.779 0.632 -0.003 0.027 0.013
H -2.375 -0.735 1.932 0.010 0.005 -0.052
H 2.996 -0.107 -1.248 -0.014 0.003 0.023
H 3.498 0.107 0.485 -0.030 -0.007 -0.018
H 2.832 -1.476 -0.079 0.005 0.035 -0.005
H -3.331 -0.950 0.459 0.077 0.004 0.030
```
Positions in Å, forces in eV/Å.

Here are the Mulliken charges for atoms 1 to 4, given in e: -0.07, -0.23, -0.49, -1.18



What is the energy relative to the best compared isomer or geometry (same formula, charge and spin) in the fifth record? 24.3 kcal/mol



Which of these has the lowest energy relative to the best compared isomer or geometry (same formula, charge and spin)? C5H12O